117
Properties=species:S:1:pos:R:3:forces:R:3 method="wB97M-V/def2-TZVPD" lumo_energy_ev=2.54 e_homo_ev=-4.158 charge=-1
Ca -0.8960 -1.8653 0.6987 0.21 0.27 -0.03
O -2.0812 -2.2174 2.9357 0.06 -0.05 -0.23
C -3.5126 -2.2101 2.9318 0.17 0.03 -0.12
C -4.0637 -3.2485 1.9646 0.12 0.09 -0.16
N -3.5762 -3.0853 0.5941 -0.18 -0.12 0.04
C -3.2261 -4.3496 -0.0314 0.00 0.21 0.15
C -1.9699 -4.9452 0.6389 0.26 0.38 0.15
O -1.7741 -6.1467 0.5732 0.00 -0.01 -0.01
O -1.2079 -4.0618 1.2053 -0.14 -0.58 -0.04
C -4.3623 -2.1324 -0.1733 0.14 -0.13 0.10
C -3.9245 -0.7130 0.2111 0.33 0.05 -0.01
O -4.7534 0.1573 0.4710 0.04 -0.06 -0.12
O -2.6477 -0.5835 0.2245 -0.57 0.30 -0.01
H -1.8106 -3.0717 2.5244 -0.06 -0.18 0.35
H -3.8504 -1.2065 2.6780 0.03 0.06 -0.04
H -3.8775 -2.4440 3.9341 -0.02 -0.01 0.10
H -5.1599 -3.2115 2.0012 -0.09 -0.02 0.01
H -3.7600 -4.2342 2.3231 0.00 -0.05 0.00
H -2.9769 -4.1589 -1.0782 0.00 -0.04 -0.05
H -4.0180 -5.1043 -0.0092 -0.11 -0.06 -0.01
H -5.4419 -2.2443 -0.0353 -0.10 -0.05 0.03
H -4.1289 -2.2624 -1.2316 -0.03 0.01 -0.05
C 5.1426 1.5250 0.1301 -0.02 -0.01 0.03
C 3.9321 0.9157 0.7972 -0.03 -0.04 -0.01
C 3.5370 1.3445 2.0591 0.07 0.02 -0.02
C 2.4277 0.7585 2.6709 -0.07 -0.05 0.03
C 1.9913 1.2189 4.0405 0.03 0.01 -0.06
C 1.7605 -0.2661 2.0244 0.01 -0.01 -0.13
C 2.1464 -0.7771 0.7544 -0.26 -0.14 0.06
C 3.2321 -0.0998 0.1516 0.09 -0.01 0.03
N 1.4507 -1.8566 0.2439 0.35 0.04 0.28
C 2.2198 -2.8947 -0.4663 -0.17 0.25 -0.36
C 1.3668 -4.1729 -0.4609 -0.01 0.06 -0.06
C 2.0495 -5.3478 -1.1655 0.02 0.08 -0.04
C 2.3151 -4.9731 -2.6283 0.00 0.03 0.07
C 3.1961 -3.7210 -2.6709 0.00 -0.02 0.06
C 4.5261 -4.0224 -1.9688 -0.05 -0.06 0.04
C 4.2616 -4.4068 -0.5056 -0.08 0.05 -0.07
C 3.3750 -5.6545 -0.4644 -0.01 0.04 0.02
C 3.5607 -3.2428 0.2081 -0.01 -0.01 0.04
C 2.4904 -2.5620 -1.9540 0.05 -0.05 -0.05
H 5.3889 2.4965 0.5638 -0.01 -0.02 -0.01
H 4.9785 1.6607 -0.9404 0.00 0.00 0.00
H 6.0181 0.8789 0.2456 -0.03 0.01 0.00
H 4.0868 2.1326 2.5684 -0.03 -0.03 -0.04
H 2.8274 1.1929 4.7436 -0.02 -0.01 -0.01
H 1.6248 2.2491 4.0097 0.01 -0.02 0.00
H 1.1921 0.5904 4.4351 0.00 0.01 -0.01
H 0.9506 -0.7676 2.5501 0.00 -0.04 0.06
H 3.5546 -0.3891 -0.8402 0.03 0.07 0.11
H 0.4187 -3.9634 -0.9798 0.01 0.00 0.07
H 1.1146 -4.4333 0.5670 -0.02 -0.02 0.00
H 1.3886 -6.2166 -1.1150 0.01 -0.02 0.00
H 1.3635 -4.7804 -3.1357 0.03 0.00 -0.01
H 2.8085 -5.7984 -3.1550 -0.02 0.00 0.02
H 3.3903 -3.4403 -3.7112 -0.01 0.00 -0.02
H 5.1865 -3.1490 -2.0148 -0.03 -0.01 0.01
H 5.0334 -4.8474 -2.4840 0.02 0.04 0.02
H 5.2139 -4.6102 -0.0067 0.02 -0.02 0.01
H 3.1838 -5.9436 0.5746 0.01 0.00 -0.03
H 3.8789 -6.4959 -0.9540 0.00 0.00 0.00
H 4.2261 -2.3769 0.2092 -0.03 0.02 0.03
H 3.3592 -3.4932 1.2561 0.02 -0.02 -0.03
H 1.5315 -2.3432 -2.4375 -0.01 0.01 0.01
H 3.1042 -1.6644 -2.0454 -0.05 -0.07 -0.04
C 2.2781 4.6576 -1.4060 0.01 -0.07 0.02
C 2.2660 4.3191 0.0847 -0.07 -0.07 -0.08
C 1.1018 3.3697 0.4705 0.04 0.01 -0.09
C 0.1922 3.0332 -0.7182 0.13 -0.07 -0.13
C 1.0699 2.4486 -1.8459 0.01 0.17 0.04
C 2.2492 3.3770 -2.2402 -0.09 -0.01 0.12
P -1.0674 1.7372 -0.2727 0.18 0.02 0.07
C -2.4620 2.0164 -1.4782 -0.02 -0.09 -0.12
C -2.3041 1.0981 -2.7046 -0.04 0.03 -0.02
C -3.4135 1.3820 -3.7134 0.06 0.10 0.03
C -3.2484 2.7950 -4.3107 0.00 -0.01 0.07
C -2.4615 3.7231 -3.3724 0.00 -0.07 0.03
C -2.8141 3.4658 -1.9070 0.03 -0.12 -0.09
C -1.8975 2.3460 1.2771 -0.07 0.05 0.04
C -2.2114 3.8590 1.3939 -0.03 -0.08 0.08
C -2.2240 4.3285 2.8568 0.03 -0.11 -0.03
C -2.9047 3.2785 3.7310 0.05 -0.04 -0.06
C -2.0622 1.9875 3.7792 -0.04 0.06 -0.05
C -1.1811 1.8309 2.5310 -0.15 0.10 0.01
H 3.1693 5.2436 -1.6466 0.00 0.01 -0.02
H 1.4161 5.2839 -1.6570 0.02 0.00 0.01
H 2.2146 5.2401 0.6707 0.00 0.00 0.01
H 3.2160 3.8398 0.3381 0.00 0.00 0.02
H 0.5276 3.8163 1.2815 -0.06 0.01 0.01
H 1.5113 2.4319 0.8579 -0.03 0.03 -0.01
H -0.2913 3.9426 -1.0870 -0.03 0.05 0.05
H 0.4548 2.2332 -2.7220 0.02 0.02 0.00
H 1.4569 1.4875 -1.4984 -0.01 -0.03 0.01
H 2.2064 3.6235 -3.3037 -0.01 0.00 -0.01
H 3.1926 2.8470 -2.0791 0.00 0.00 -0.03
H -3.3162 1.6134 -0.9249 0.06 0.04 0.02
H -2.3347 0.0609 -2.3671 0.02 0.00 0.02
H -1.3331 1.2416 -3.1901 -0.01 -0.04 0.02
H -4.3736 1.3021 -3.1946 -0.01 0.00 -0.01
H -3.4220 0.6328 -4.5082 -0.01 0.00 0.00
H -4.2326 3.2288 -4.5058 -0.01 0.01 -0.02
H -2.7379 2.7362 -5.2756 0.01 0.01 0.00
H -2.6599 4.7664 -3.6279 0.03 0.03 -0.03
H -1.3855 3.5679 -3.5107 -0.05 0.02 0.01
H -3.8886 3.6323 -1.7672 0.02 -0.03 -0.02
H -2.3166 4.2039 -1.2815 0.01 0.01 0.06
H -2.8494 1.8045 1.2258 0.04 0.00 0.01
H -3.1981 4.0470 0.9596 0.03 -0.01 -0.01
H -1.5044 4.4656 0.8260 0.05 0.02 -0.02
H -2.7308 5.2931 2.9341 0.00 0.02 0.00
H -1.1976 4.4832 3.2111 -0.03 0.01 -0.01
H -3.8881 3.0601 3.3018 0.01 0.01 0.02
H -3.0779 3.6603 4.7390 -0.01 -0.01 0.03
H -2.7231 1.1200 3.8603 0.01 0.02 0.02
H -1.4292 1.9856 4.6718 0.00 0.00 -0.01
H -0.9292 0.7786 2.4036 0.07 -0.05 -0.02
H -0.2363 2.3598 2.6616 0.03 -0.05 0.03



56
Properties=species:S:1:pos:R:3:forces:R:3 method="wB97M-V/def2-TZVPD" lumo_energy_ev=-3.35 e_homo_ev=-11.428 relative_energy_ev=0.000 charge=+1
C 5.3866 3.0920 2.3895 0.05 0.04 -0.21
C 4.0885 3.3432 1.6289 0.10 0.02 0.44
Br 4.5081 3.3393 -0.2757 -0.02 0.05 -0.13
C 3.0293 2.2504 1.8303 0.07 -0.11 -0.14
Br 2.7938 1.7195 3.6784 0.09 -0.02 0.10
P 1.3626 2.5939 1.0862 -0.30 -0.49 -0.06
N 1.0109 1.4209 -0.0435 0.94 0.50 -0.19
Cl 1.3050 4.3213 0.1363 0.04 0.18 0.02
C 0.0518 2.6234 2.3019 -0.35 0.34 0.25
C -1.0277 3.6503 1.9636 -0.31 -0.24 -0.01
O -1.9417 3.4478 1.2146 0.39 0.23 0.14
O -0.8294 4.7818 2.6554 -0.05 0.01 -0.19
H 6.0778 3.9107 2.1773 -0.09 -0.08 0.03
H 5.8597 2.1657 2.0501 -0.11 0.06 0.16
H 5.2140 3.0557 3.4649 0.01 -0.01 -0.07
H 3.6921 4.3287 1.8893 -0.01 -0.13 -0.19
H 3.3872 1.3470 1.3262 -0.10 0.10 0.05
H 1.1025 1.8063 -0.9842 -0.29 -0.07 0.02
H 1.6849 0.6574 0.0114 -0.34 -0.18 0.08
H 0.4612 2.8523 3.2858 0.02 -0.01 -0.11
H -0.3889 1.6109 2.3085 0.29 0.01 -0.01
H -1.5289 5.4136 2.4119 0.04 -0.09 0.06
C -2.2071 0.1873 0.7923 0.02 -0.05 -0.10
C -1.2063 -0.9397 1.0061 -0.08 0.13 0.01
C -1.8033 -2.3467 0.9803 0.09 -0.15 -0.02
O -2.5112 -2.7026 2.1481 -0.02 0.12 0.05
C -3.8652 -2.2891 2.1965 -0.01 -0.07 0.04
N -0.4643 -0.6520 2.2471 0.13 -0.04 -0.02
H -2.8340 0.3539 1.6693 -0.01 -0.06 0.02
H -1.6690 1.1102 0.6011 -0.07 0.10 -0.07
H -2.8599 0.0053 -0.0623 0.00 -0.08 0.02
H -0.4836 -0.9008 0.1838 -0.05 -0.07 -0.05
H -0.9846 -3.0665 0.9008 -0.01 -0.01 0.01
H -2.4293 -2.4728 0.0890 0.00 0.04 0.00
H -4.3275 -2.3335 1.2060 0.00 0.02 -0.01
H -3.9727 -1.2774 2.5962 -0.01 0.01 -0.05
H -4.3904 -2.9753 2.8585 0.01 -0.01 0.00
H 0.2857 -1.3292 2.3571 -0.02 -0.02 0.01
H -1.0891 -0.8410 3.0281 -0.01 0.00 0.01
C -0.5314 -2.2036 -5.2468 0.01 -0.01 -0.03
C 0.0972 -1.5511 -4.0223 -0.09 0.02 -0.03
C 0.4240 -2.5293 -2.8881 0.08 0.05 0.03
O -0.6954 -2.9538 -2.1394 -0.05 -0.01 0.05
C -1.3986 -4.0688 -2.6634 -0.04 0.00 0.07
N -0.7567 -0.4463 -3.5729 0.10 -0.04 0.12
H -1.5744 -2.4668 -5.0695 0.00 -0.01 0.03
H -0.5107 -1.5139 -6.0890 -0.02 0.02 0.02
H 0.0065 -3.1086 -5.5329 0.00 0.00 0.01
H 1.0533 -1.1164 -4.3325 0.03 -0.02 0.01
H 1.0697 -2.0080 -2.1723 -0.01 -0.01 0.03
H 0.9838 -3.3969 -3.2596 -0.02 0.02 -0.06
H -0.7162 -4.7767 -3.1413 0.00 0.00 -0.02
H -2.1642 -3.7672 -3.3814 0.04 -0.02 -0.04
H -1.8889 -4.5655 -1.8271 0.01 0.00 0.01
H -0.2955 0.0541 -2.8186 0.00 0.03 -0.03
H -1.5900 -0.8438 -3.1474 -0.04 0.02 -0.07



138
Properties=species:S:1:pos:R:3:forces:R:3 method="wB97M-V/def2-TZVPD" smiles="CC(C)C[C@@H](C)COOC(=O)OCCCS.O=C1OC[C@@H](F)O1.O=C1OC[C@@H](F)O1.O=C1OC[C@@H](F)O1.O=C1OC[C@@H](F)O1.O=C1OC[C@@H](F)O1.O=C1OC[C@@H](F)O1.O=C1OC[C@@H](F)O1.O=C1OC[C@@H](F)O1.O=C1OC[C@@H](F)O1.O=C1OC[C@@H](F)O1" lumo_energy_ev=0.24 e_homo_ev=-9.100 relative_energy_ev=0.000
C -2.3603 -1.6672 -6.0287 0.06 0.09 0.46
C -1.5325 -1.8624 -4.6400 0.68 0.61 -2.00
C -0.4492 -0.6390 -4.6386 -1.19 -0.57 0.37
C -0.7861 -3.2803 -4.7644 -0.91 -0.01 0.33
C -0.5341 -4.0468 -3.3777 1.04 -0.57 -0.84
C 0.4911 -5.2774 -3.7162 0.48 1.39 -0.52
C 0.1982 -3.1847 -2.2494 0.68 -1.94 0.32
O -0.6143 -2.1365 -1.6359 0.33 0.31 -2.81
O -0.6606 -2.3694 -0.2953 1.49 1.07 3.13
C 0.4426 -1.7762 0.3899 2.81 -1.40 3.14
O 1.0506 -2.4910 1.2268 -2.61 2.30 -3.35
O 0.8964 -0.4501 0.2401 -2.26 -2.42 0.14
C -0.1514 0.5246 0.5019 -0.96 2.29 -0.59
C -0.4350 1.3922 -0.8582 0.31 -0.25 0.33
C 0.6224 1.1135 -2.0288 -1.10 -0.65 -1.23
S 2.3272 1.8055 -1.6931 -0.18 -0.16 -0.37
H -3.0297 -0.7470 -5.9656 0.79 -1.21 -0.07
H -1.6299 -1.4931 -6.9066 -1.05 -0.42 1.43
H -2.9897 -2.5896 -6.2645 0.70 1.29 0.33
H -2.1941 -1.7440 -3.7212 0.75 -0.46 -1.30
H 0.5027 -1.0346 -4.1543 -1.09 0.94 -0.65
H -0.2683 -0.2771 -5.7116 -0.01 -0.64 1.61
H -0.9355 0.2208 -4.0480 1.02 -1.28 -0.90
H -1.4572 -3.9739 -5.3987 1.06 0.96 0.96
H 0.1822 -3.1402 -5.3626 -1.22 -0.18 1.03
H -1.5028 -4.5348 -3.0138 1.23 1.13 -0.18
H -0.0354 -6.1778 -4.1689 0.62 1.12 0.90
H 1.2090 -4.8641 -4.5205 -1.00 -0.82 1.30
H 1.1492 -5.5146 -2.8137 -1.10 -0.11 -1.17
H 0.4523 -3.9222 -1.3962 -0.44 1.16 -1.30
H 1.2112 -2.7715 -2.5996 -1.55 -0.30 0.22
H 0.1810 1.2954 1.2884 -0.05 -1.67 -0.96
H -1.1094 0.0431 0.9083 1.43 0.59 -0.76
H -1.4983 1.1134 -1.1840 1.63 0.50 0.02
H -0.3921 2.5256 -0.6501 -0.25 -1.81 -0.07
H 0.1832 1.6010 -2.9775 0.89 -0.60 1.56
H 0.7222 -0.0018 -2.2747 -0.25 1.75 0.65
H 3.0254 1.5652 -2.8734 -1.03 0.03 0.81
O 3.3142 -3.6568 -5.0347 0.11 0.55 -0.30
C 3.5386 -2.6057 -5.5572 0.21 -1.16 0.37
O 4.7778 -2.1794 -5.9207 -0.82 -0.26 0.33
C 4.5978 -0.9528 -6.6171 0.81 0.39 -0.24
C 3.2788 -0.4816 -6.0950 -0.45 0.35 -0.45
F 2.6057 0.2238 -7.0353 -0.15 0.13 0.09
O 2.5801 -1.6864 -5.8494 0.54 -0.02 0.33
H 4.5818 -1.1445 -7.6929 -0.17 0.14 0.09
H 5.4042 -0.2563 -6.3983 -0.10 -0.33 0.13
H 3.3429 0.1007 -5.1709 -0.13 0.06 -0.10
O 6.6004 0.5064 -8.1620 0.80 0.48 0.44
C 7.4186 1.0125 -7.4495 -0.65 -0.68 -0.91
O 8.2357 0.3155 -6.6122 -0.48 0.40 -0.41
C 9.1394 1.2559 -6.0478 0.65 -0.49 0.64
C 8.3881 2.5415 -6.1839 0.24 0.69 -0.08
F 9.2345 3.5831 -6.3684 -0.05 0.15 0.04
O 7.6397 2.3532 -7.3694 -0.15 -0.62 0.41
H 10.0724 1.2503 -6.6183 -0.11 0.23 -0.04
H 9.3622 1.0116 -5.0084 -0.19 -0.14 -0.12
H 7.7112 2.7570 -5.3522 0.09 0.11 -0.06
O 4.8411 -3.2558 6.2051 -0.80 0.07 -0.50
C 3.8989 -3.1605 5.4740 1.35 -0.37 0.61
O 3.9553 -3.3441 4.1261 -0.05 0.19 0.89
C 2.6167 -3.2745 3.6489 0.06 -0.13 -1.11
C 1.9380 -2.4784 4.7156 -0.73 -0.08 0.11
F 0.6429 -2.8515 4.8522 -0.11 0.15 0.11
O 2.6383 -2.8465 5.8886 0.49 0.23 -0.40
H 2.2115 -4.2860 3.5553 -0.15 0.13 0.18
H 2.5718 -2.7880 2.6760 0.19 -0.08 0.21
H 1.9984 -1.3951 4.5763 -0.18 -0.05 0.08
O -2.3745 3.1220 1.6488 1.03 0.55 0.61
C -1.5269 3.6416 2.3257 -0.95 -0.79 -0.87
O -0.6789 2.9583 3.1504 -0.67 0.41 -0.56
C 0.2450 3.9107 3.6615 0.78 -0.44 0.61
C -0.5097 5.1921 3.5242 0.28 0.72 0.03
F 0.3308 6.2276 3.2870 -0.06 0.17 0.04
O -1.3002 4.9840 2.3701 -0.16 -0.87 0.26
H 1.1577 3.8911 3.0591 -0.10 0.21 -0.01
H 0.5047 3.6890 4.6975 -0.13 -0.17 -0.14
H -1.1555 5.4259 4.3741 0.15 0.18 -0.10
O -2.3925 6.7986 5.7818 -0.72 -0.06 -0.57
C -3.3427 6.8919 5.0606 1.06 -0.21 0.72
O -3.2965 6.7120 3.7105 -0.10 0.22 0.80
C -4.6390 6.7742 3.2471 -0.02 -0.20 -1.07
C -5.3129 7.5640 4.3236 -0.69 -0.13 0.25
F -6.6038 7.1829 4.4717 -0.10 0.15 0.05
O -4.5990 7.1973 5.4866 0.54 0.21 -0.49
H -5.0381 5.7603 3.1541 -0.13 0.12 0.17
H -4.6958 7.2635 2.2739 0.24 -0.04 0.11
H -5.2605 8.6479 4.1866 -0.17 -0.06 0.07
O 6.3281 0.6456 -3.5932 0.03 -0.51 0.62
C 6.3292 -0.0256 -2.5997 -0.12 0.38 -1.12
O 5.5499 -1.1292 -2.4222 0.46 0.81 -0.11
C 5.9430 -1.7079 -1.1839 -0.57 -0.91 0.17
C 6.5458 -0.5450 -0.4639 0.55 -0.07 0.58
F 7.5452 -0.9455 0.3567 0.01 0.12 0.11
O 7.1032 0.2262 -1.5094 -0.69 -0.06 -0.37
H 6.6641 -2.5086 -1.3704 0.11 0.19 0.12
H 5.0847 -2.1252 -0.6559 -0.04 0.12 -0.23
H 5.8269 0.0597 0.0962 0.16 -0.01 0.06
O -3.9992 0.5589 -3.0877 -0.22 0.69 0.55
C -4.4323 1.4012 -2.3551 0.71 -1.09 -0.49
O -4.4445 1.2996 -0.9980 0.01 0.24 -1.07
C -4.9086 2.5449 -0.5009 -0.01 0.13 1.09
C -5.6789 3.0879 -1.6611 0.10 0.53 -0.19
F -5.6180 4.4421 -1.6970 -0.18 0.14 -0.08
O -4.9799 2.5760 -2.7780 -0.22 -0.52 0.35
H -4.0521 3.1694 -0.2325 -0.14 0.08 -0.11
H -5.5314 2.4062 0.3837 0.18 -0.23 -0.07
H -6.7230 2.7638 -1.7000 0.01 0.20 -0.08
O -4.2751 0.6138 2.1740 -0.27 -1.00 -0.43
C -4.4027 -0.5122 1.7789 0.07 1.18 0.74
O -4.1511 -1.6160 2.5357 -0.01 0.67 -0.44
C -4.5450 -2.7410 1.7611 0.15 -0.73 0.14
C -4.4685 -2.2106 0.3659 -0.26 -0.13 -0.46
F -5.3960 -2.7980 -0.4296 0.00 -0.02 -0.20
O -4.8074 -0.8459 0.5202 0.47 -0.27 0.75
H -5.5536 -3.0386 2.0429 0.17 0.12 -0.38
H -3.8728 -3.5842 1.9235 -0.01 0.20 0.16
H -3.4794 -2.2939 -0.0948 -0.15 0.00 -0.18
O 2.6419 1.9487 6.1813 -0.01 -0.55 0.72
C 2.6403 1.2858 7.1775 0.01 0.56 -1.26
O 1.8640 0.1812 7.3583 0.36 0.64 -0.05
C 2.2507 -0.3895 8.6017 -0.48 -0.95 0.17
C 2.8465 0.7794 9.3190 0.63 -0.05 0.41
F 3.8418 0.3863 10.1483 -0.01 0.13 0.15
O 3.4083 1.5466 8.2723 -0.75 -0.12 -0.22
H 2.9748 -1.1897 8.4242 0.11 0.18 0.11
H 1.3900 -0.8060 9.1267 -0.04 0.11 -0.23
H 2.1226 1.3856 9.8714 0.17 0.00 0.09
O -5.9585 -4.2617 3.6747 -0.99 0.24 0.67
C -6.9663 -3.7650 4.0854 1.21 -0.83 -0.07
O -7.7976 -4.3559 4.9876 0.35 0.35 -0.56
C -8.7953 -3.3970 5.3121 -0.59 -0.40 0.71
C -8.7782 -2.5006 4.1148 -0.11 0.79 0.02
F -9.0870 -1.2273 4.4552 -0.08 0.06 -0.15
O -7.4270 -2.5415 3.7017 -0.21 -0.68 0.04
H -8.5138 -2.8769 6.2319 -0.01 0.17 -0.20
H -9.7647 -3.8741 5.4616 0.20 -0.14 -0.06
H -9.4231 -2.8313 3.2956 0.01 0.18 0.02



The F_max results, record by record, are as follows: 0.64 1.09 4.83 eV/Å.
The E results, record by record, are as follows: -85578.7842 -188550.8553 -150980.7069 eV.
The orbital gap results, record by record, are as follows: 6.70 8.08 9.35 eV.